{
  "formula": "C5H7N2O",
  "method": "ωB97M-V/def2-TZVPD",
  "lumo_energy_ha": -0.1884,
  "orbital_gap_ev": 10.19,
  "molar_mass_g_mol": 111.12,
  "energy_ha": -379.107052,
  "total_charge": 1,
  "relative_energy_kj_mol": 251.1,
  "species": ["O", "N", "N", "C", "C", "C", "C", "C", "H", "H", "H", "H", "H", "H", "H"],
  "coordinates": [[0.464, -1.302, -0.992], [0.405, -0.165, -0.167], [0.164, 0.875, 1.852], [0.214, -0.231, 1.211], [-0.553, -2.318, -0.741], [-0.045, 1.994, 1.222], [0.258, 2.095, -0.154], [0.460, 0.933, -0.849], [-1.504, -1.822, -0.660], [-0.337, 2.857, 1.688], [0.310, -1.044, 1.771], [-0.582, -2.886, -1.599], [-0.193, -2.848, 0.111], [0.621, 0.813, -2.000], [0.317, 3.048, -0.694]],
  "forces_ev_per_angstrom": [[0.5, 0.5, 0.2], [-1.3, -4.1, 1.1], [-1.7, 0.0, 2.0], [1.4, 3.5, -3.9], [0.5, 2.2, 1.4], [1.8, -0.1, -3.7], [-0.3, 1.1, 0.2], [0.4, 1.4, -2.7], [-0.5, 0.0, 0.5], [-0.6, 1.9, 1.7], [0.3, -4.1, 1.5], [0.3, -1.4, -1.8], [-0.4, -0.7, 0.6], [-0.3, 0.3, 2.4], [-0.3, -0.4, 0.4]]
}